# C25H34Cl39IN2O4

A cluster of 14 separate species, C25H34Cl39IN2O4 in total in a non-equilibrium geometry (ωB97M-V with the def2-TZVPD basis set, the Open Molecules 2025 dataset).

Geometry as ORCA input:
```
! wB97M-V def2-TZVPD RIJCOSX def2/J DEFGRID3
* xyz 0 1
N -2.91 -0.70 0.32
O 0.45 2.25 -1.05
H 0.32 -6.44 -2.77
Cl -9.23 -10.64 -3.14
Cl 9.42 7.92 2.97
Cl 2.19 6.54 2.52
H -6.53 2.34 -0.59
N 0.61 -0.58 1.16
H -0.90 0.46 -2.54
H -3.66 0.82 1.53
Cl -0.47 2.89 -4.76
H 0.74 -1.85 -1.72
C -0.23 -1.37 -1.64
H 7.35 7.43 2.03
H 1.35 -2.79 0.40
Cl 0.50 4.07 5.03
Cl -5.77 2.93 1.54
C -3.61 -9.29 -4.28
H 2.72 -0.51 1.60
C -8.53 -11.82 -4.25
O 2.62 2.96 -0.94
H 1.13 7.92 -0.39
C 2.11 -2.57 1.14
H 3.37 -3.04 -0.54
Cl 11.35 7.15 0.21
H -0.69 -1.63 -0.70
H 1.49 -10.81 -2.62
Cl -0.53 -11.83 -3.22
Cl -0.44 -4.75 -1.34
H 3.05 4.98 0.98
Cl 0.14 -9.01 -3.26
Cl -3.29 -7.79 -5.15
C -10.51 -2.16 1.80
Cl -7.80 0.97 0.82
C -3.86 -0.23 1.33
C -3.40 -1.92 -0.33
H -0.44 3.51 7.09
C 0.45 -10.56 -2.48
Cl -0.73 8.90 -1.40
H -3.04 -1.98 -1.35
Cl -0.56 6.35 -0.01
Cl 2.95 6.30 6.95
Cl 1.53 -6.81 -0.80
H 1.97 -3.30 1.93
H -8.52 -12.78 -3.76
H -2.69 -9.59 -3.78
H -4.89 -0.32 0.99
C 0.79 0.67 0.53
C 1.76 2.12 -0.77
C -0.22 1.01 -0.58
C -0.13 0.15 -1.85
Cl 1.16 1.83 6.75
C -7.01 2.49 0.36
H -3.01 -2.78 0.21
Cl 0.96 6.78 -2.43
H 3.98 -3.63 0.95
H -10.56 -3.10 2.33
H -3.77 -0.83 2.23
Cl 2.30 2.08 -4.44
C 0.31 7.54 -0.98
Cl 4.39 4.71 2.89
H 4.59 5.92 5.33
C 3.50 -2.78 0.50
Cl -6.87 -11.38 -4.67
C 0.79 -5.80 -2.04
H 13.53 7.92 0.56
Cl 8.72 5.77 1.13
Cl -4.83 -9.03 -3.03
H -1.69 1.38 0.92
Cl 0.13 -10.47 -0.75
C -0.12 2.94 6.23
Cl -11.66 -2.21 0.47
H 1.70 -1.28 2.77
Cl -8.20 3.78 0.19
C -2.67 0.34 -0.62
Cl -10.92 -0.86 2.93
H 0.81 0.35 -2.34
Cl 12.44 9.78 -0.34
I 0.76 2.29 2.06
Cl 5.50 7.65 6.62
H 4.14 -1.91 0.57
C 3.49 5.66 1.71
C 8.36 7.42 1.65
H -0.85 -1.81 -2.40
C 1.13 3.38 -4.21
C -1.64 1.35 -0.16
O -3.23 0.43 -1.70
C 12.80 8.05 -0.22
Cl 4.56 6.77 0.86
C 4.62 6.14 6.39
Cl 1.64 4.85 -5.03
C 1.87 -1.17 1.71
Cl 13.49 7.46 -1.73
O 1.96 0.84 -0.23
H -1.90 2.30 -0.60
Cl 8.45 8.54 0.29
Cl -8.86 -1.96 1.20
Cl -9.52 -11.97 -5.71
H -4.48 -1.98 -0.34
Cl 2.02 -4.84 -2.88
Cl -1.50 2.05 5.60
Cl 5.43 4.81 7.21
H 1.07 3.59 -3.15
Cl -4.05 -10.58 -5.41
H 0.01 -0.39 1.94
*
```

For the maximum force, the calculation gives 2.7 eV/Å. For the HOMO energy, the calculation gives -9.4 eV. As for the total energy: -19628.5705 Ha. The HOMO-LUMO gap is 9.539 eV.